{"formula": "CH4N4O3", "method": "ωB97M-V/def2-TZVPD", "symbols": ["O", "O", "O", "N", "N", "N", "N", "C", "H", "H", "H", "H"], "positions_angstrom": [[-2.38024, -0.85254, 0.52665], [-1.83715, 1.26331, 0.32884], [1.51109, 0.11016, 1.41200], [-1.77380, 0.07871, 0.13634], [0.63419, 0.67954, -0.61237], [0.26326, -1.51166, -0.47537], [-0.21022, -0.32500, -0.91887], [1.34570, 0.88946, 0.51706], [1.89499, 1.74763, 0.40505], [-0.44065, -2.08692, -0.75132], [0.26657, 1.61306, -1.06731], [0.72626, -1.60576, 0.49928]], "de_lowest_ev": 1.3188, "spin_multiplicity": 1, "homo_ev": [-8.70, -8.71], "gap_ev": [8.7, 8.7]}